one | {"formula": "C2H4ClNO3", "method": "ωB97M-V with the def2-TZVPD basis set", "elements": ["C", "C", "N", "O", "O", "O", "Cl", "H", "H", "H", "H"], "coordinates": [[0.842, 0.579, -0.450], [-0.491, 0.444, 0.305], [-1.027, -0.933, 0.067], [-2.240, -1.053, 0.025], [-0.171, -1.803, -0.049], [1.836, -0.235, 0.046], [-1.648, 1.640, -0.095], [1.158, 1.616, -0.218], [0.555, 0.315, -1.603], [-0.426, 0.650, 1.910], [1.612, -1.221, 0.062]], "mol_weight_da": 125.5, "e_lumo_ev": -1.065, "orbital_gap_ev": 9.76}


two | {"formula": "C2H4ClNO3", "method": "ωB97M-V with the def2-TZVPD basis set", "elements": ["O", "N", "O", "C", "C", "O", "H", "H", "H", "Cl", "H"], "coordinates": [[-1.760, -1.129, 0.296], [-1.103, -0.122, 0.490], [-1.443, 0.922, 0.996], [0.284, -0.244, 0.236], [0.671, -1.354, -0.405], [1.966, -1.674, -0.693], [1.036, 0.502, 0.468], [-0.134, -2.089, -0.633], [2.576, -0.883, -0.344], [-0.597, 3.104, -0.597], [-1.496, 2.967, 0.185]], "mol_weight_da": 125.5, "e_lumo_ev": -0.324, "orbital_gap_ev": 10.02, "smiles": "O=[N+]([O-])/C=C/O.Cl"}


two has the most favorable energy; the next structure is 1.537 eV above.


one | {"formula": "C2H4N4S", "method": "ωB97M-V with the def2-TZVPD basis set", "elements": ["C", "N", "N", "N", "N", "H", "H", "C", "S", "H", "H"], "coordinates": [[-1.030, -0.021, -0.939], [-1.523, -0.874, -1.771], [-0.938, -0.607, -2.945], [-0.226, 0.372, -2.838], [-0.317, 0.913, -1.597], [-1.237, 0.032, 0.130], [0.016, 1.852, -1.276], [1.294, -0.380, 2.896], [1.707, -0.747, 1.423], [1.157, 0.611, 3.174], [1.097, -1.151, 3.741]], "mol_weight_da": 116.1, "e_lumo_ev": -0.688, "orbital_gap_ev": 8.62, "smiles": "c1nnn[nH]1.C=S"}


two | {"formula": "C2H4N4S", "method": "ωB97M-V with the def2-TZVPD basis set", "elements": ["S", "N", "C", "N", "C", "N", "N", "H", "H", "H", "H"], "coordinates": [[1.731, -1.517, 0.499], [1.011, -0.042, 0.756], [-0.093, 0.244, 0.097], [-0.794, -0.325, -0.898], [-1.825, 0.625, -1.090], [-1.750, 1.654, -0.354], [-0.581, 1.530, 0.205], [2.529, -1.530, 1.622], [-0.803, -1.357, -1.147], [-2.667, 0.166, -1.686], [-0.444, 2.057, 1.221]], "mol_weight_da": 116.1, "e_lumo_ev": 0.649, "orbital_gap_ev": 8.03, "smiles": "S/N=c1\\[nH]cn[nH]1"}


two has the most favorable energy; the next structure is 0.985 eV above.